1.
Here is a molecular structure, C57H54N5O2TeTi in a non-equilibrium geometry from the Open Molecules 2025 dataset. Energies are from the ωB97M-V functional and the def2-TZVPD basis.

Last column: Mulliken spin population.
Positions of all 120 atoms, in Å:
Ti 0.3900 1.9518 -0.8729  0.93
C -5.5855 1.7751 -0.2871  0.00
C -5.5850 0.3005 0.0075  0.00
C -6.6931 -0.4867 -0.3000  0.00
C -6.7089 -1.8483 -0.0453  0.00
C -5.6028 -2.4629 0.5249  0.00
C -4.4846 -1.7048 0.8244  0.00
C -4.4763 -0.3361 0.5731  0.00
N -3.2986 0.4118 0.8718  0.00
C -2.3655 0.7506 -0.0754  0.02
N -2.7377 0.5374 -1.3438  -0.01
C -1.9565 0.5087 -2.5391  0.00
C -0.6797 1.0515 -2.5750  0.09
C -0.0211 0.9386 -3.8084  -0.15
C -0.5948 0.3330 -4.9126  0.00
C -1.8795 -0.1928 -4.8175  0.00
C -2.5876 -0.1156 -3.6303  0.01
C -3.9737 -0.6954 -3.5219  0.00
N -1.2034 1.2512 0.2880  0.04
C -0.9229 1.2912 1.6912  -0.05
C -0.2902 0.1972 2.2757  0.01
C 0.0741 0.2298 3.6133  0.00
C -0.1943 1.3625 4.3673  0.01
C -0.8146 2.4552 3.7770  0.00
C -1.1818 2.4473 2.4350  -0.01
C -1.7896 3.6530 1.7777  0.02
H -6.6022 2.1650 -0.2800  0.00
H -5.1527 1.9855 -1.2684  0.00
H -4.9946 2.3238 0.4455  0.00
H -7.5618 -0.0123 -0.7407  0.00
H -7.5857 -2.4315 -0.2940  0.00
H -5.6021 -3.5268 0.7209  0.00
H -3.5993 -2.1704 1.2432  0.00
H -2.9471 0.3678 1.8165  0.00
H -3.6321 0.0791 -1.4261  -0.01
H 0.9814 1.3459 -3.9074  0.00
H -0.0538 0.2692 -5.8492  0.00
H -2.3397 -0.6702 -5.6752  0.00
H -4.2820 -1.1256 -4.4734  0.00
H -4.7169 0.0639 -3.2552  0.00
H -4.0231 -1.4918 -2.7700  0.00
H -0.0675 -0.6609 1.6495  0.00
H 0.5768 -0.6196 4.0577  0.00
H 0.0884 1.4030 5.4111  0.00
H -1.0086 3.3448 4.3652  0.00
H -1.9222 4.4609 2.4962  0.00
H -2.7636 3.4226 1.3398  0.00
H -1.1565 4.0190 0.9632  0.00
C 5.4425 -1.4148 2.9147  0.00
C 4.4726 -0.8354 1.9210  0.00
C 4.0053 0.4504 2.0151  0.01
C 3.0900 0.9720 1.0823  0.01
C 2.5496 2.3093 1.2482  -0.01
O 1.4844 2.6429 0.6816  -0.01
C 3.2262 3.3440 2.0812  0.02
C 2.4261 4.2603 2.7601  0.01
C 3.0094 5.2809 3.4911  0.00
C 4.3923 5.4069 3.5258  0.01
C 5.1918 4.5109 2.8310  0.00
C 4.6115 3.4755 2.1133  0.01
C 2.6052 0.1723 0.0094  0.01
O 1.7483 0.6274 -0.8539  0.02
C 3.0832 -1.1759 -0.0780  -0.01
C 3.9905 -1.6188 0.8648  0.01
C 2.5762 -2.1331 -1.1009  0.00
N 1.8723 -1.7270 -2.0777  0.00
C 1.3057 -2.6625 -3.0367  0.00
C 0.1745 -3.5154 -2.4632  0.00
Te -1.0962 -2.4958 -1.0550  0.00
C -1.2505 -4.1498 0.2506  0.00
C -1.3995 -5.4539 -0.2150  0.00
C -1.4952 -6.5130 0.6764  0.00
C -1.4689 -6.2819 2.0454  0.00
C -1.3363 -4.9844 2.5183  0.00
C -1.2167 -3.9272 1.6259  0.00
C 2.8880 -3.5850 -0.8558  0.00
C 2.1902 -4.2809 0.1278  0.00
C 2.4323 -5.6293 0.3387  0.00
C 3.3874 -6.2907 -0.4230  0.00
C 4.0974 -5.5982 -1.3931  0.00
C 3.8494 -4.2486 -1.6088  0.00
H 5.7099 -0.6803 3.6740  0.00
H 6.3622 -1.7408 2.4254  0.00
H 5.0192 -2.2836 3.4227  0.00
H 4.3175 1.0718 2.8452  0.00
H 1.3499 4.1594 2.7041  0.00
H 2.3861 5.9867 4.0243  0.00
H 4.8470 6.2126 4.0876  0.00
H 6.2680 4.6216 2.8396  0.00
H 5.2335 2.7902 1.5522  0.00
H 4.3421 -2.6430 0.7991  0.00
H 2.0586 -3.3528 -3.4348  0.00
H 0.9251 -2.0678 -3.8674  0.00
H 0.5650 -4.3578 -1.8963  0.00
H -0.4476 -3.8929 -3.2719  0.00
H -1.4461 -5.6473 -1.2799  0.00
H -1.6018 -7.5228 0.3008  0.00
H -1.5523 -7.1091 2.7380  0.00
H -1.3106 -4.7929 3.5838  0.00
H -1.0776 -2.9189 2.0054  0.00
H 1.4418 -3.7620 0.7179  0.00
H 1.8709 -6.1640 1.0947  0.00
H 3.5795 -7.3430 -0.2588  0.00
H 4.8463 -6.1088 -1.9849  0.00
H 4.4018 -3.7061 -2.3670  0.00
C 2.8172 4.1576 -1.6795  0.00
C 1.4158 4.6594 -1.8489  0.01
C 0.9916 5.9277 -2.1525  -0.01
C -0.4282 5.8843 -2.2170  0.00
C -0.8026 4.5891 -1.9620  0.00
C -2.1813 4.0077 -1.9895  0.01
N 0.3229 3.8236 -1.7233  0.03
H 3.4924 4.6584 -2.3745  0.00
H 2.8868 3.0851 -1.8905  -0.01
H 3.2049 4.3270 -0.6715  0.00
H 1.6297 6.7805 -2.3276  0.00
H -1.1002 6.6956 -2.4528  0.00
H -2.9149 4.8108 -2.0684  0.00
H -2.4161 3.4357 -1.0856  0.00
H -2.3170 3.3328 -2.8383  0.00

Computed properties:
- LUMO (alpha / beta): -0.26 / -0.38 eV
- ⟨S²⟩: 0.7539
- Electronic energy: -101943.13085 eV
- Total charge: 0
- 2S+1: 2
- ΔE to the lowest compared entry with this formula, charge and spin: 0.0 kcal/mol
- HOMO energy (alpha / beta): -6.5 / -6.5 eV

---

2.
Here is a molecular structure, C5H12N2S in a non-equilibrium geometry from the Open Molecules 2025 dataset. Energies are from the ωB97M-V functional and the def2-TZVPD basis.

Last column: Mulliken charge in e.
Positions of all 20 atoms, in Å:
C -2.4847 0.2935 0.0552  -0.92
C -0.2462 0.1998 -0.7376  0.79
C 0.9441 0.4281 -1.7701  -0.79
C 0.0928 -0.0204 1.7344  -1.34
C 1.1989 -1.5779 0.2773  -0.74
H -2.1354 -0.5961 0.5092  0.37
H -3.2525 0.1735 -0.7677  0.35
H -2.8062 1.0541 0.6779  0.31
H 1.4825 -0.4816 -1.9294  0.31
H 0.7440 0.7951 -2.6939  0.41
H 1.1118 2.7834 -1.1688  0.15
H -0.2261 -0.7854 2.3157  0.53
H 1.0206 0.4620 1.9421  0.46
H -0.7624 0.5878 1.7731  0.37
H 2.1510 -1.0186 1.1330  0.19
H 0.9272 -2.5635 0.9863  0.26
H 1.5711 -1.7831 -0.8621  0.27
N -1.4049 0.8583 -0.7380  -0.61
N 0.0330 -0.6256 0.3848  -0.08
S 2.0414 1.8168 -1.1215  -0.25

Computed properties:
- LUMO: 0.80 eV
- Electronic energy: -19191.04889 eV
- Total charge: 0
- ΔE to the lowest compared entry with this formula, charge and spin: 84.6 kcal/mol
- HOMO energy: -8.4 eV

---

3.
Here is C5H13N3 in the gas phase from the Open Molecules 2025 dataset. Energies are from the ωB97M-V functional and the def2-TZVPD basis.

Last column: Mulliken charge in e.
Positions of all 21 atoms, in Å:
C 0.5492 1.4550 1.2906  -1.42
N -0.3858 -0.6675 0.2566  0.26
C 0.8490 0.1718 0.5364  0.61
N -1.4441 -0.7919 1.2125  -0.80
C 1.9482 -0.6004 0.9072  -1.08
H -0.0763 -1.6170 0.0556  0.39
H -2.0523 0.0135 1.0903  0.25
H -1.0224 -0.7518 2.1359  0.31
H -0.1770 2.0836 0.7734  0.31
H 1.4777 2.0190 1.3666  0.43
H 0.1968 1.2586 2.3050  0.32
H 2.8249 -0.1169 1.3154  0.27
H 2.1060 -1.5759 0.4603  0.22
C -0.3305 -0.8086 -2.3118  -1.33
C -0.7356 0.0957 -1.1812  0.68
N -1.7269 0.8928 -1.2708  -0.79
H -1.9773 1.3940 -0.4239  0.21
H 0.6940 0.6297 -0.7106  0.12
H -0.3460 -0.2337 -3.2357  0.38
H 0.6721 -1.2165 -2.1676  0.31
H -1.0439 -1.6336 -2.4042  0.35

Computed properties:
- LUMO: 0.83 eV
- Electronic energy: -9860.69058 eV
- Total charge: 0
- ΔE to the lowest compared entry with this formula, charge and spin: 130.9 kcal/mol
- HOMO energy: -6.6 eV

---

- Which value of ΔE to the lowest compared entry with this formula, charge and spin does entry 1 give?
  0.0 kcal/mol